18
Properties=species:S:1:pos:R:3:lowdin_charge:R:1 method="wB97M-V/def2-TZVPD" largest_force_ev_per_a=4.85 charge=0 e_above_lowest_ev=4.1409 spin_multiplicity=1
C 3.02 0.82 -0.12 -0.21
C -0.14 -1.86 -0.34 -0.30
C 0.83 0.17 -1.35 -0.05
C 1.02 0.39 1.07 -0.10
C 1.64 0.36 -0.17 -0.24
C -0.16 -0.76 -1.23 -0.19
C -1.23 0.11 0.49 -0.78
N 4.14 1.06 -0.10 0.14
N -0.27 -2.82 0.25 0.18
N -0.26 0.25 1.33 0.04
N -2.26 -0.66 0.68 0.16
S -1.57 1.74 -0.38 0.81
H 0.93 0.92 -2.18 0.14
H 1.56 0.82 1.94 0.15
H -1.04 -0.92 -1.80 0.11
H -3.12 -0.56 0.21 0.11
H -2.12 -1.55 1.15 0.13
H -1.00 2.49 0.56 -0.11

=====

15
Properties=species:S:1:pos:R:3:lowdin_charge:R:1 method="wB97M-V/def2-TZVPD" largest_force_ev_per_a=1.83 charge=+1 e_above_lowest_ev=1.5436 spin_multiplicity=1
C 2.30 -2.23 -2.14 0.07
C 0.73 0.76 -1.69 0.08
C 0.12 1.08 -0.50 0.04
C 1.11 -0.58 -1.86 -0.13
C 0.80 -1.61 -0.91 -0.14
C -0.19 0.12 0.57 -0.13
C -0.03 -1.37 0.26 -0.07
N 1.50 -2.71 -1.26 0.21
O 2.00 -1.10 -2.73 0.18
H 0.95 1.50 -2.44 0.14
H -0.13 2.11 -0.31 0.14
H 0.42 0.42 1.44 0.15
H -1.21 0.31 0.92 0.15
H -1.01 -1.82 0.05 0.16
H 0.34 -1.93 1.13 0.15

=====

14
Properties=species:S:1:pos:R:3:lowdin_charge:R:1 method="wB97M-V/def2-TZVPD" largest_force_ev_per_a=11.24 charge=0 e_above_lowest_ev=7.5864 spin_multiplicity=1
C 0.14 0.04 0.13 -0.48
C 0.34 1.16 -1.01 -0.06
C 1.58 1.64 -1.54 0.05
C -0.94 0.19 1.26 0.00
C -1.37 0.31 2.45 0.17
C -0.56 -1.03 -0.61 -0.16
C -1.20 -1.90 -1.26 0.05
H 1.15 -1.18 1.14 0.02
H -0.61 1.45 -1.49 0.10
H 2.61 1.43 -1.38 0.03
H 1.27 2.60 -2.11 0.08
H -1.88 0.38 3.26 -0.04
H -1.48 -3.26 -1.10 0.18
O 1.38 -0.49 0.65 0.06

=====

20
Properties=species:S:1:pos:R:3:lowdin_charge:R:1 method="wB97M-V/def2-TZVPD" largest_force_ev_per_a=11.10 charge=+2 e_above_lowest_ev=1.9803 spin_multiplicity=4
O 0.19 0.29 -7.73 0.04
C 0.34 0.41 -6.60 -0.02
V 0.23 0.48 -1.60 0.71
O 1.87 -1.79 -0.40 0.28
C 1.23 -0.91 -0.83 -0.04
C -0.88 1.89 -0.98 -0.01
O -1.56 2.79 -0.73 0.29
C -1.32 -0.71 -1.79 0.04
O -2.26 -1.37 -1.58 0.27
C 1.77 1.64 -1.61 0.02
O 2.66 2.34 -1.34 0.28
C -0.10 -0.78 3.64 -0.05
C -0.53 -0.79 2.18 -0.29
O -0.17 0.41 1.47 -0.13
H 0.98 -0.84 3.73 0.09
H -0.49 -1.66 4.15 0.10
H -0.46 0.11 4.16 0.10
H -0.06 -1.61 1.62 0.10
H -1.62 -0.90 2.09 0.12
H 0.18 1.00 2.17 0.11

=====

14
Properties=species:S:1:pos:R:3:lowdin_charge:R:1 method="wB97M-V/def2-TZVPD" largest_force_ev_per_a=5.58 charge=0 e_above_lowest_ev=4.5641 smiles="C#CC(=C)C(=C)C=S" spin_multiplicity=1
C -1.35 1.39 0.66 0.01
C -0.82 0.25 0.34 -0.35
C -1.57 -0.99 -0.11 -0.62
C 0.70 0.20 -0.15 -0.27
C 1.26 1.21 -0.83 0.08
C 1.50 -0.99 0.00 -0.14
C 1.91 -2.05 0.36 0.10
H -0.82 2.24 1.13 0.10
H -2.45 1.35 0.89 0.06
H -0.96 -2.06 -0.03 0.12
H 0.89 2.23 -0.91 0.08
H 2.22 0.94 -1.13 0.05
H 2.64 -2.88 0.13 0.07
S -3.15 -0.85 -0.34 0.72

=====

15
Properties=species:S:1:pos:R:3:lowdin_charge:R:1 method="wB97M-V/def2-TZVPD" largest_force_ev_per_a=6.43 charge=0 e_above_lowest_ev=0.9715 spin_multiplicity=3
C 3.92 0.17 0.08 -1.12
C 1.16 1.53 -0.38 -0.08
C -0.11 1.16 0.01 -0.08
C 2.06 0.54 -0.08 -0.19
C 1.86 -0.80 -0.09 -0.51
C -0.49 -0.27 0.45 -0.16
C 0.45 -1.30 -0.26 -0.17
S 5.28 0.92 0.11 0.66
S 3.50 -1.53 0.21 0.94
H 1.39 2.55 -0.80 0.13
H -0.92 1.93 -0.05 0.11
H -0.07 -0.21 1.51 0.14
H -1.51 -0.61 0.44 0.10
H 0.23 -1.14 -1.25 0.09
H 0.37 -2.32 0.16 0.13

=====

114
Properties=species:S:1:pos:R:3:lowdin_charge:R:1 method="wB97M-V/def2-TZVPD" largest_force_ev_per_a=1.10 charge=-1 spin_multiplicity=1 e_tot_ha=-3351.507080
C -5.64 -0.13 -2.41 0.01
C -4.61 -1.14 -1.99 -0.51
O -4.06 -1.84 -2.83 0.03
N -4.29 -1.20 -0.64 0.06
C -3.08 -1.97 -0.31 -0.17
C -2.88 -2.05 1.21 -0.17
C -1.42 -1.77 1.61 -0.23
C -1.22 -0.53 2.52 -0.29
Si -0.04 0.74 1.84 0.50
O 1.00 0.09 0.72 -0.43
Si 1.29 1.19 -0.54 0.59
C 2.74 0.73 -1.65 -0.75
O 3.04 1.68 -2.41 -0.09
O 3.25 -0.42 -1.58 -0.10
H -5.95 0.46 -1.56 0.06
H -6.50 -0.64 -2.86 0.09
H -5.20 0.51 -3.18 0.07
H -5.09 -1.48 -0.08 0.14
H -2.25 -1.46 -0.79 0.12
H -3.13 -2.98 -0.74 0.12
H -3.55 -1.34 1.69 0.10
H -3.16 -3.06 1.53 0.10
H -1.02 -2.63 2.15 0.10
H -0.81 -1.68 0.71 0.06
H -0.89 -0.85 3.51 0.03
H -2.17 -0.01 2.68 0.04
H -0.85 1.72 1.08 -0.01
H 0.68 1.41 2.95 -0.02
H 0.01 1.35 -1.28 -0.01
H 1.55 2.48 0.13 0.00
O 0.33 -1.69 5.24 -0.07
H 1.29 -1.63 5.24 0.01
H 0.13 -2.63 5.26 0.04
O 2.37 -0.45 5.82 -0.04
H 1.82 0.31 6.04 0.08
H 2.77 -0.71 6.66 0.08
O 1.33 4.49 -1.35 -0.10
H 1.09 5.02 -2.12 0.00
H 2.06 3.93 -1.66 0.01
O 1.69 7.09 -2.46 -0.04
H 1.16 7.89 -2.53 0.06
H 2.17 7.17 -1.63 0.06
O 3.30 6.00 -4.60 -0.09
H 2.89 5.13 -4.74 -0.01
H 2.90 6.29 -3.77 -0.02
O -2.66 1.08 -3.13 -0.05
H -1.70 1.17 -3.19 0.04
H -2.82 0.13 -3.22 0.03
O 4.84 -2.28 -2.58 -0.07
H 5.62 -2.03 -3.09 0.04
H 4.47 -1.42 -2.29 0.02
O -1.68 -1.32 7.63 -0.06
H -1.96 -0.47 7.99 -0.01
H -1.13 -1.09 6.87 0.01
O 4.00 1.75 4.96 -0.07
H 4.96 1.70 4.92 0.02
H 3.69 0.82 4.95 0.02
O -2.44 -3.66 -4.32 -0.06
H -1.69 -3.19 -4.69 0.03
H -2.96 -2.97 -3.86 -0.01
O -2.53 -3.32 5.03 -0.04
H -2.40 -2.98 5.93 0.01
H -2.22 -4.23 5.07 0.06
O 0.84 -2.46 -1.19 -0.07
H 1.64 -1.92 -1.12 0.01
H 0.77 -2.67 -2.13 0.03
O 1.72 3.57 -4.29 -0.06
H 1.53 3.39 -5.22 0.00
H 2.03 2.72 -3.94 0.03
O 3.57 2.05 2.02 -0.08
H 3.57 2.07 2.99 -0.01
H 2.95 1.35 1.81 -0.02
O -2.06 1.45 8.60 -0.04
H -2.70 2.15 8.75 0.05
H -1.62 1.32 9.45 0.05
O -7.69 0.69 0.21 -0.05
H -8.64 0.81 0.09 0.04
H -7.63 -0.07 0.81 0.03
O -0.90 2.25 -5.28 -0.04
H -0.88 2.87 -6.01 0.04
H -1.82 2.22 -4.99 0.00
O -4.62 -4.19 7.02 -0.07
H -4.17 -3.82 7.79 0.03
H -4.26 -3.70 6.27 0.00
O 2.18 3.71 -7.18 -0.05
H 3.04 3.92 -6.81 0.05
H 2.24 3.92 -8.12 0.04
O -3.42 0.55 4.70 -0.04
H -4.03 1.26 4.92 0.04
H -2.96 0.36 5.52 0.02
O 8.24 -2.88 -1.65 -0.05
H 7.35 -2.58 -1.87 0.01
H 8.09 -3.50 -0.93 0.03
O -4.05 3.76 -3.78 -0.05
H -4.24 3.70 -4.72 0.04
H -3.58 2.94 -3.57 0.00
O 7.11 1.62 5.86 -0.04
H 7.23 1.90 6.77 0.04
H 7.38 0.70 5.85 0.04
O -7.06 4.21 -2.40 -0.07
H -6.15 4.05 -2.67 0.00
H -7.58 4.01 -3.18 0.02
O 9.03 -2.15 -4.81 -0.06
H 9.07 -2.14 -3.84 0.01
H 8.44 -2.87 -5.01 0.03
O 2.89 -4.03 -4.44 -0.07
H 3.41 -3.64 -3.71 0.00
H 3.23 -3.58 -5.22 0.03
O -3.41 -6.74 -3.45 -0.07
H -3.00 -6.43 -2.64 0.03
H -3.12 -6.08 -4.10 0.01
O 5.69 -4.45 -0.66 -0.06
H 5.46 -3.77 -1.32 -0.01
H 6.43 -4.94 -1.04 0.02

=====

39
Properties=species:S:1:pos:R:3:lowdin_charge:R:1 method="wB97M-V/def2-TZVPD" largest_force_ev_per_a=2.53 charge=+1 spin_multiplicity=2 e_tot_ha=-10301.410136
Ag -28.17 -0.70 -30.82 0.99
Cs -28.09 3.58 -29.68 0.61
F -28.47 1.24 -32.08 -0.38
F -27.89 0.50 -28.97 -0.58
C -32.77 6.61 -29.58 -1.54
Cl -33.61 5.54 -30.71 0.53
Cl -31.09 6.16 -29.53 0.50
Cl -33.66 6.85 -28.05 0.55
H -32.71 7.63 -29.96 0.01
C -27.85 0.96 -25.21 -1.55
Cl -27.89 -0.59 -24.28 0.54
Cl -27.16 2.20 -24.25 0.53
Cl -29.39 1.71 -25.70 0.51
H -27.25 0.93 -26.11 -0.03
C -30.98 4.31 -34.31 -1.50
Cl -32.65 3.96 -33.96 0.53
Cl -30.14 3.98 -32.77 0.46
Cl -30.72 5.95 -34.96 0.55
H -30.69 3.58 -35.06 0.02
C -24.64 1.53 -27.87 -1.39
Cl -23.05 0.54 -28.06 0.46
Cl -24.54 2.88 -29.14 0.41
Cl -24.70 2.19 -26.29 0.60
H -25.52 0.90 -27.98 -0.01
C -32.53 1.22 -30.26 -1.52
Cl -31.57 2.43 -29.59 0.53
Cl -33.78 1.93 -31.31 0.52
Cl -33.46 0.37 -28.93 0.49
H -31.91 0.48 -30.76 0.02
C -25.19 2.71 -33.70 -1.51
Cl -24.45 1.69 -32.46 0.52
Cl -23.87 3.47 -34.64 0.52
Cl -26.22 4.00 -33.10 0.50
H -25.77 2.12 -34.42 0.02
C -26.39 8.22 -30.00 -1.47
Cl -25.83 6.68 -30.60 0.52
Cl -25.28 8.80 -28.74 0.55
Cl -28.02 7.98 -29.20 0.45
H -26.58 9.00 -30.73 0.03

=====

What did the fourth record say?
20
Properties=species:S:1:pos:R:3:lowdin_charge:R:1 method="wB97M-V/def2-TZVPD" largest_force_ev_per_a=11.10 charge=+2 e_above_lowest_ev=1.9803 spin_multiplicity=4
O 0.19 0.29 -7.73 0.04
C 0.34 0.41 -6.60 -0.02
V 0.23 0.48 -1.60 0.71
O 1.87 -1.79 -0.40 0.28
C 1.23 -0.91 -0.83 -0.04
C -0.88 1.89 -0.98 -0.01
O -1.56 2.79 -0.73 0.29
C -1.32 -0.71 -1.79 0.04
O -2.26 -1.37 -1.58 0.27
C 1.77 1.64 -1.61 0.02
O 2.66 2.34 -1.34 0.28
C -0.10 -0.78 3.64 -0.05
C -0.53 -0.79 2.18 -0.29
O -0.17 0.41 1.47 -0.13
H 0.98 -0.84 3.73 0.09
H -0.49 -1.66 4.15 0.10
H -0.46 0.11 4.16 0.10
H -0.06 -1.61 1.62 0.10
H -1.62 -0.90 2.09 0.12
H 0.18 1.00 2.17 0.11